Record 1
The following is a DFT calculation (the ωB97M-V functional and the def2-TZVPD basis) of a 10-piece molecular cluster, H22NO9 overall at a distorted geometry.

Results
Energy relative to the best compared isomer or geometry (same formula, charge and spin) ... 342.0 kJ/mol
Highest occupied orbital energy ... -13.20 eV
Electronic energy ... -20267.7368 eV
Gap between HOMO and LUMO ... 9.46 eV
Spin multiplicity ... 1
Total charge ... +1
LUMO ... -3.735 eV

Each line ends with the Löwdin charge.
Cartesian coordinates (Å):
N 0.0415 1.0272 -0.4983  0.361
H 0.2573 0.2091 -1.0499  0.156
H 0.0331 0.8569 0.4972  0.162
H -0.8681 1.3814 -0.7574  0.157
H 0.7806 1.6542 -0.7825  0.158
O 5.5741 -1.5172 -0.1222  -0.054
H 6.0050 -2.3275 0.1497  0.033
H 4.6448 -1.6705 0.0487  0.020
O -3.9228 -0.9142 5.2318  -0.053
H -4.8500 -0.8462 5.4598  0.032
H -3.9206 -1.1647 4.3079  0.019
O -4.2103 -2.8498 1.1424  -0.057
H -4.4468 -3.7133 1.4811  0.034
H -3.9371 -3.0127 0.2396  0.025
O 2.9621 4.1156 -3.0411  -0.063
H 3.4145 4.2714 -3.8701  0.035
H 3.0027 4.9556 -2.5840  0.029
O -4.2569 2.7596 -2.0307  -0.063
H -4.7596 3.3776 -1.5000  0.033
H -4.8880 2.4190 -2.6647  0.032
O 1.6074 -3.2018 -2.3460  -0.061
H 1.2795 -3.9708 -1.8797  0.030
H 1.5303 -3.4317 -3.2720  0.033
O -3.2482 -2.0665 -4.1993  -0.060
H -4.0001 -1.5444 -4.4790  0.029
H -3.4611 -2.9591 -4.4717  0.031
O 3.4030 4.1996 2.8503  -0.060
H 3.9147 3.5563 3.3409  0.028
H 4.0570 4.7810 2.4623  0.031
O 2.5672 -1.3649 3.7821  -0.062
H 2.4946 -2.1741 4.2882  0.032
H 3.2002 -0.8349 4.2665  0.030

=====

Record 2
The following is a DFT calculation (the ωB97M-V functional and the def2-TZVPD basis) of a 11-piece molecular cluster, H22O11 overall at a distorted geometry.

Results
Energy relative to the best compared isomer or geometry (same formula, charge and spin) ... 196.8 kJ/mol
Highest occupied orbital energy ... -9.91 eV
Electronic energy ... -22879.4740 eV
Gap between HOMO and LUMO ... 9.15 eV
Spin multiplicity ... 1
LUMO ... -0.755 eV

Each line ends with the Löwdin charge.
Cartesian coordinates (Å):
O -0.6624 -2.8240 0.3540  -0.021
H -1.4311 -2.2601 0.3537  0.003
H -0.7818 -3.5444 0.9490  0.063
O 3.0457 -0.4955 -0.6258  -0.086
H 2.1388 -0.2641 -0.3058  -0.009
H 3.2806 -1.2198 -0.0251  0.033
O -0.7274 2.6754 1.6243  -0.017
H -1.4000 2.2020 1.0978  0.014
H -0.7866 2.2003 2.4101  0.009
O -0.1162 -1.2504 -2.4319  -0.053
H -1.0888 -1.4191 -2.5455  0.067
H 0.0806 -0.5020 -3.0027  0.049
O -2.2099 1.4124 -0.6478  -0.040
H -2.4394 0.6452 -0.1134  -0.001
H -3.0683 1.6544 -0.9441  0.059
O 2.5138 0.8150 3.0011  -0.071
H 3.3477 0.3305 3.0364  0.033
H 2.4646 1.0757 2.0782  -0.019
O 1.1375 -4.0247 -1.6307  -0.079
H 0.8739 -4.7164 -2.2830  0.052
H 0.3745 -3.5566 -1.2881  -0.031
O 2.0070 2.2161 0.4094  0.002
H 1.9096 3.1278 0.5360  0.025
H 1.1404 1.9193 0.4390  -0.050
O -0.3857 3.1282 -1.7400  -0.035
H 0.0345 3.6374 -1.0365  0.034
H -1.0765 2.6011 -1.4147  -0.060
O -2.6948 -0.8782 0.7379  0.016
H -3.5707 -0.8032 0.9960  0.049
H -2.2731 -0.7871 1.5765  0.074
O 0.3513 -0.1939 0.4214  -0.075
H 0.1043 -1.1534 0.3469  0.027
H -0.0923 0.2519 -0.3326  0.040

=====

Record 3
The following is a DFT calculation (the ωB97M-V functional and the def2-TZVPD basis) of a 11-piece molecular cluster, H22O11 overall at a distorted geometry.

Results
Energy relative to the best compared isomer or geometry (same formula, charge and spin) ... 179.6 kJ/mol
Highest occupied orbital energy ... -10.58 eV
Electronic energy ... -22879.6527 eV
Gap between HOMO and LUMO ... 10.47 eV
Spin multiplicity ... 1
LUMO ... -0.110 eV

Each line ends with the Löwdin charge.
Cartesian coordinates (Å):
O 1.0935 1.9738 -1.4898  -0.021
H 1.6885 1.3648 -1.0978  -0.050
H 0.5575 1.4498 -2.0428  -0.018
O -1.8365 -3.6392 -1.2028  -0.040
H -1.0095 -3.3012 -0.9238  -0.048
H -2.5965 -3.4662 -0.6648  0.015
O 0.8225 -2.9082 -0.9828  -0.052
H 1.3825 -2.4592 -1.5898  -0.034
H 0.5705 -2.1562 -0.4228  -0.003
O -0.1835 -0.7262 0.3212  -0.023
H 0.6105 -0.2542 0.2412  -0.017
H -0.7375 -0.0382 0.7002  0.023
O -1.4915 1.8288 0.5402  -0.043
H -1.9955 1.8228 -0.2898  0.097
H -0.8695 2.5028 0.3142  0.048
O -0.8165 -0.2302 -2.4268  -0.042
H -1.4255 -0.5082 -1.7698  0.008
H -0.5405 -1.0352 -2.9028  0.065
O -3.5205 -0.2902 2.3322  -0.015
H -3.0715 -0.1972 3.1472  0.016
H -3.1305 -1.0442 1.9392  0.010
O 2.6185 -1.4492 -2.3288  -0.051
H 2.8845 -0.9742 -1.5268  0.016
H 2.3515 -0.7302 -2.9378  0.072
O -1.0985 2.4688 3.0492  -0.072
H -1.1455 2.0238 2.1772  -0.021
H -1.7455 3.1488 3.2112  0.039
O 2.7735 0.2928 -0.1468  -0.030
H 3.4445 0.9298 -0.2798  0.063
H 2.4065 0.7568 0.5972  -0.004
O 1.4045 1.4218 1.8202  0.013
H 1.7885 2.2078 2.1062  0.048
H 0.8165 1.2138 2.5302  0.051

=====

Record 4
The following is a DFT calculation (the ωB97M-V functional and the def2-TZVPD basis) of a 11-piece molecular cluster, H22O11 overall at a distorted geometry.

Results
Energy relative to the best compared isomer or geometry (same formula, charge and spin) ... 345.2 kJ/mol
Highest occupied orbital energy ... -10.66 eV
Electronic energy ... -22877.9359 eV
Gap between HOMO and LUMO ... 9.98 eV
Spin multiplicity ... 1
LUMO ... -0.678 eV

Each line ends with the Löwdin charge.
Cartesian coordinates (Å):
O 0.3244 -0.0649 1.2272  -0.086
H -0.1410 0.0207 0.3876  0.036
H -0.3607 -0.3360 1.8486  0.062
O 3.5778 -2.4897 -0.6708  -0.044
H 3.6760 -1.7013 -0.1251  0.037
H 3.0808 -2.1837 -1.4378  0.007
O 4.0692 -0.1695 -2.3581  -0.071
H 4.8048 -0.6263 -1.9347  0.052
H 3.3017 -0.7117 -2.1435  -0.014
O 0.4736 -0.4268 -3.3443  -0.042
H 0.4605 -1.3657 -3.5617  0.059
H -0.3247 -0.2962 -2.8203  0.012
O 1.0162 0.7285 3.1790  -0.078
H 0.4287 0.4486 3.8901  0.042
H 0.4283 1.1475 2.5404  0.015
O -1.9546 1.9326 -3.1508  -0.048
H -1.2562 1.5353 -3.6832  0.022
H -2.2306 1.2235 -2.5592  0.024
O 2.9441 0.7510 -0.5327  -0.055
H 2.2397 0.5563 0.0957  0.020
H 2.4782 0.9532 -1.3519  0.041
O -2.1855 2.6311 4.1318  -0.061
H -2.8852 2.3978 4.7522  0.039
H -2.6292 2.6564 3.2766  -0.011
O -2.6138 -2.6697 1.0493  -0.052
H -3.1197 -1.9741 0.6143  0.034
H -2.0885 -3.0564 0.3398  0.023
O -0.2482 -1.6566 -1.0621  -0.065
H 0.0458 -2.1521 -0.2894  0.053
H 0.5606 -1.2660 -1.4118  0.007
O -4.1399 1.8031 1.9457  -0.049
H -4.3563 2.7270 1.7769  0.053
H -3.3765 1.6343 1.3819  0.038

=====

Record 5
The following is a DFT calculation (the ωB97M-V functional and the def2-TZVPD basis) of a 11-piece molecular cluster, H22O11 overall.

Results
Energy relative to the best compared isomer or geometry (same formula, charge and spin) ... 243.5 kJ/mol
Highest occupied orbital energy ... -10.46 eV
Electronic energy ... -22878.9905 eV
Gap between HOMO and LUMO ... 10.26 eV
Spin multiplicity ... 1
LUMO ... -0.196 eV

Each line ends with the Löwdin charge.
Cartesian coordinates (Å):
O -1.1168 -0.3601 4.4743  -0.053
H -0.7536 -0.7018 3.6573  0.019
H -1.9803 -0.0257 4.2318  0.023
O 0.4167 2.7077 -3.0215  -0.052
H -0.4566 2.9592 -3.3219  0.029
H 0.8725 3.5385 -2.8861  0.030
O 5.0109 -1.2161 0.4201  -0.051
H 5.5862 -1.9802 0.3823  0.029
H 4.6600 -1.1359 -0.4668  0.017
O -1.9506 -0.7693 -3.9946  -0.050
H -1.3195 -1.1484 -4.6064  0.029
H -2.2362 0.0412 -4.4161  0.029
O 4.3396 1.8901 3.1857  -0.053
H 3.9016 1.2587 2.6150  0.023
H 5.2703 1.7883 2.9865  0.026
O -5.4708 -0.9985 -1.8949  -0.051
H -4.8164 -1.1901 -2.5666  0.019
H -6.2408 -0.7106 -2.3852  0.029
O 2.6267 -0.8946 -2.7114  -0.048
H 2.3251 -0.0784 -3.1102  0.027
H 2.5298 -1.5496 -3.4026  0.030
O -1.4981 3.7784 0.5181  -0.050
H -0.8747 4.3900 0.1263  0.022
H -1.2001 2.9152 0.2311  0.020
O 2.5837 -3.0659 3.3819  -0.050
H 3.5169 -2.9685 3.1924  0.022
H 2.2562 -3.6376 2.6875  0.026
O -4.7753 -0.3794 2.4678  -0.050
H -5.6942 -0.1189 2.4049  0.028
H -4.5381 -0.6390 1.5775  0.024
O -0.4766 -0.4020 0.4013  -0.046
H 0.4464 -0.4596 0.1541  0.026
H -0.9437 -0.8370 -0.3119  0.027

=====

Record 6
The following is a DFT calculation (the ωB97M-V functional and the def2-TZVPD basis) of a 11-piece molecular cluster, H22O11 overall at a distorted geometry.

Results
Energy relative to the best compared isomer or geometry (same formula, charge and spin) ... 427.9 kJ/mol
Highest occupied orbital energy ... -9.72 eV
Electronic energy ... -22877.0787 eV
Gap between HOMO and LUMO ... 9.55 eV
Spin multiplicity ... 1
LUMO ... -0.167 eV

Each line ends with the Löwdin charge.
Cartesian coordinates (Å):
O -0.1814 0.0301 -0.2863  -0.029
H 0.3989 0.5142 0.2671  -0.037
H -0.5949 0.8399 -0.6609  0.060
O -0.6324 3.2595 1.5438  -0.074
H -0.3983 3.0225 2.4354  -0.009
H -0.5437 4.2662 1.5672  0.096
O 1.8288 0.7606 2.6098  -0.048
H 2.3051 1.5124 2.9859  0.060
H 1.6513 1.0703 1.6782  0.018
O -4.0867 -1.6016 0.0472  -0.026
H -4.2340 -0.8530 -0.5420  0.062
H -4.6773 -1.3464 0.7231  0.032
O -1.6273 -2.0190 -0.0832  -0.109
H -2.3558 -1.7184 0.4650  -0.014
H -1.2443 -2.7180 0.5071  0.037
O -0.9267 1.1192 3.2632  -0.036
H -1.3934 1.9797 3.1492  0.042
H -0.3344 1.0729 2.5616  -0.058
O -2.8423 -0.1607 -3.8153  -0.097
H -2.4777 -1.0528 -3.4436  0.097
H -2.6848 0.5044 -3.1507  0.001
O 0.6034 -3.9598 1.6349  -0.043
H 1.2517 -3.6616 0.9779  0.044
H 0.8467 -4.8651 1.4804  0.024
O 2.7326 -1.9301 -2.1802  0.002
H 3.6025 -1.9475 -1.7850  0.035
H 2.7871 -2.6778 -2.6670  -0.027
O 3.3067 1.0808 -0.1262  -0.040
H 3.4616 0.2045 -0.5207  0.043
H 2.3533 1.1741 -0.0758  -0.005
O 1.5835 3.0750 -2.9573  -0.106
H 1.8646 2.1487 -3.0650  0.028
H 0.6579 2.8770 -2.5379  0.077

=====

Record 7
The following is a DFT calculation (the ωB97M-V functional and the def2-TZVPD basis) of H22O11 as an isolated structure at a distorted geometry.

Results
Energy relative to the best compared isomer or geometry (same formula, charge and spin) ... 779.4 kJ/mol
Highest occupied orbital energy ... -8.85 eV
Electronic energy ... -22873.4364 eV
Gap between HOMO and LUMO ... 8.59 eV
Spin multiplicity ... 1
LUMO ... -0.256 eV

Each line ends with the Löwdin charge.
Cartesian coordinates (Å):
H 0.1509 -0.2474 -1.8643  0.076
H -0.0311 0.4998 -0.5533  0.062
H -2.8602 0.6606 2.4689  0.037
H -1.6042 -0.1950 2.4513  -0.010
H 1.2676 -0.3528 3.8869  0.059
H 0.7930 -1.0207 2.6067  0.050
H 2.1853 0.5179 -1.1920  0.007
H 2.3746 -0.2370 -2.4974  0.052
H -3.6378 -3.5430 0.9716  0.037
H -2.7994 -3.1541 -0.2350  0.010
H 1.4345 0.6987 1.1461  0.025
H 0.0583 1.3439 1.1482  0.063
H -3.7128 4.0145 -1.5318  0.031
H -3.0385 2.8639 -2.2608  0.028
H -0.4590 -1.7150 -1.0866  -0.003
H -1.7718 -1.8814 -1.8342  0.041
H 2.1433 -1.6796 -1.0819  -0.005
H 2.5019 -3.1547 -1.0077  0.052
H -0.5099 3.3634 0.3949  0.057
H 0.8864 3.4045 -0.2040  0.079
H 2.9833 0.0975 0.4672  -0.006
H 4.2776 -0.6580 0.2140  0.048
O 0.6133 -0.0161 -1.0509  -0.163
O -2.5647 -0.2540 2.3972  -0.053
O 0.6594 -0.2348 3.1486  -0.037
O 2.0075 0.5782 -2.1373  -0.082
O -3.6641 -3.0133 0.1668  -0.060
O 0.9631 1.4844 0.8471  -0.138
O -3.8898 3.1441 -1.9061  -0.059
O -0.8476 -2.1544 -1.8514  -0.063
O 1.7515 -2.5517 -0.9593  -0.039
O 0.4102 3.1598 0.5975  -0.073
O 3.9293 0.2317 0.3410  -0.025

=====

Record 8
The following is a DFT calculation (the ωB97M-V functional and the def2-TZVPD basis) of a 11-piece molecular cluster, H22O11 overall at a distorted geometry.

Results
Energy relative to the best compared isomer or geometry (same formula, charge and spin) ... 309.5 kJ/mol
Highest occupied orbital energy ... -10.58 eV
Electronic energy ... -22878.3065 eV
Gap between HOMO and LUMO ... 10.44 eV
Spin multiplicity ... 1
LUMO ... -0.141 eV

Each line ends with the Löwdin charge.
Cartesian coordinates (Å):
O 0.4440 -0.0103 0.3247  -0.025
H 1.0435 0.4494 0.9237  0.055
H -0.3604 0.3491 0.6390  0.000
O 2.0418 -3.0819 3.1035  -0.044
H 2.7336 -3.6745 2.8861  0.010
H 2.4342 -2.6057 3.8523  0.040
O -1.6863 2.5764 0.2636  -0.051
H -1.1284 2.1489 -0.3857  0.012
H -2.5914 2.5972 -0.1049  0.045
O 1.0501 -2.9079 -0.0376  -0.091
H 0.6893 -2.2651 0.5415  -0.033
H 1.5488 -2.2848 -0.7033  0.073
O -5.5010 1.3330 -0.4423  -0.069
H -5.6514 0.3905 -0.3736  0.022
H -4.6699 1.4045 0.0993  0.029
O 2.4787 3.5722 0.8436  -0.027
H 2.9372 3.2947 1.6669  0.066
H 2.9764 3.1078 0.2429  -0.050
O 0.8514 4.1688 -1.8241  -0.052
H 0.7677 3.8735 -0.8992  0.016
H 0.9286 3.3407 -2.2814  0.015
O -3.2662 0.1008 2.1403  -0.058
H -3.3410 -0.8117 1.9566  0.004
H -4.1131 0.4062 2.5781  0.078
O 1.2857 -2.4536 -3.4177  -0.010
H 1.2337 -1.5546 -3.0424  0.050
H 0.8008 -3.0154 -2.9329  -0.052
O 3.9754 0.9346 -0.1380  -0.035
H 4.7121 1.5891 -0.1067  0.068
H 3.9777 0.6237 -1.0080  0.006
O -1.8541 -3.7795 -1.5066  -0.028
H -2.4575 -3.1876 -1.1530  -0.017
H -2.2901 -4.6286 -1.7046  0.054